#i
Entry from the OMol25 dataset: the molecule C6H13N (the ωB97M-V functional and the def2-TZVPD basis).

Geometry as XYZ:
```
20
Properties=species:S:1:pos:R:3:mulliken_charge:R:1
C -0.841 -1.777 1.625 -0.861
N -0.989 -0.567 0.832 -0.324
C -0.044 -0.439 -0.281 0.177
C 0.088 1.034 -0.624 -0.712
C 0.943 1.793 0.353 -0.153
C 1.794 2.743 -0.002 -0.786
C -0.419 -1.272 -1.502 -1.438
H 0.087 -1.737 2.195 0.249
H -1.715 -1.888 2.267 0.352
H -0.798 -2.692 1.005 0.286
H -1.943 -0.417 0.533 0.260
H 0.898 -0.810 0.122 0.377
H 0.382 1.196 -1.670 0.372
H -0.929 1.456 -0.560 0.277
H 0.793 1.480 1.379 0.312
H 2.330 3.300 0.755 0.257
H 1.936 3.090 -1.016 0.272
H -1.197 -0.762 -2.075 0.334
H -0.831 -2.243 -1.213 0.392
H 0.453 -1.488 -2.121 0.356
```

The LUMO energy is 1.146 eV. The calculation puts the molecular weight at 99.18 g mol⁻¹. As for the net charge: 0. The calculation puts the HOMO energy at -8.7 eV. As for the structure (SMILES): C=CC[C@H](C)NC.

#ii
Entry from the OMol25 dataset: the molecule C6H13N (the ωB97M-V functional and the def2-TZVPD basis).

Geometry as XYZ:
```
20
Properties=species:S:1:pos:R:3:mulliken_charge:R:1
C 1.410 -0.036 -1.683 -1.717
C 0.738 0.359 -0.390 0.867
N -0.528 0.987 -0.580 -0.570
C -0.750 2.188 0.258 -0.798
C -0.201 -0.587 0.228 0.618
C -0.716 -0.535 1.652 -1.501
C -0.305 -2.004 -0.281 -1.303
H 1.909 0.839 -2.107 0.390
H 2.153 -0.818 -1.507 0.323
H 0.673 -0.381 -2.416 0.397
H 1.412 0.850 0.312 0.408
H -1.577 2.040 0.959 0.267
H 0.130 2.512 0.848 0.286
H -1.036 3.059 -0.362 0.275
H -0.771 -1.483 2.218 0.397
H -0.162 0.182 2.254 0.375
H -1.743 -0.191 1.524 0.341
H 0.011 -2.281 -1.294 0.303
H -1.235 -2.566 -0.026 0.265
H 0.587 -2.133 0.392 0.377
```

The LUMO energy is 1.082 eV. The calculation puts the molecular weight at 99.18 g mol⁻¹. As for the net charge: 0. The calculation puts the HOMO energy at -8.1 eV. As for the structure (SMILES): C[C@H]1N(C)C1(C)C.

Relative energy table, unit kJ/mol: #i 0.0; #ii 185.7